Entry 1:
{"formula": "C18H22N2O4", "method": "the ωB97M-V functional and the def2-TZVPD basis", "symbols": ["O", "O", "O", "O", "N", "N", "C", "C", "C", "C", "C", "C", "C", "C", "C", "C", "C", "C", "C", "C", "C", "C", "C", "C", "H", "H", "H", "H", "H", "H", "H", "H", "H", "H", "H", "H", "H", "H", "H", "H", "H", "H", "H", "H", "H", "H"], "xyz": [[2.604, 0.403, 1.089], [-3.468, 0.029, 0.210], [-2.076, 0.604, 1.875], [3.626, -1.349, 0.135], [0.360, 2.326, 0.031], [-0.311, -2.377, -1.270], [0.446, 3.454, -2.067], [-4.524, 0.721, 0.874], [-2.700, -2.454, -0.985], [2.609, -0.725, 0.364], [1.260, -1.054, -0.107], [-1.219, -0.676, 0.078], [0.445, 3.434, -0.681], [-2.266, 0.037, 0.826], [0.163, -0.077, 0.260], [4.167, 0.142, 2.937], [-5.174, -0.140, 1.948], [3.848, 0.842, 1.622], [0.987, -2.125, -0.885], [0.269, 1.167, -0.601], [0.349, 2.242, -2.733], [1.966, -3.132, -1.394], [0.258, 1.078, -1.991], [-1.407, -1.762, -0.694], [4.640, 0.650, 0.890], [1.738, -4.115, -0.983], [2.974, -2.854, -1.106], [-2.993, -2.265, -2.018], [0.520, 4.385, -2.608], [4.296, -0.924, 2.765], [-2.589, -3.531, -0.851], [-3.491, -2.093, -0.340], [-5.998, 0.403, 2.401], [0.270, 0.252, 1.298], [-4.445, -0.380, 2.718], [3.725, 1.917, 1.769], [0.182, 0.117, -2.474], [0.518, 4.350, -0.108], [3.356, 0.292, 3.645], [5.086, 0.546, 3.353], [0.345, 2.206, -3.814], [-5.236, 0.974, 0.085], [-5.554, -1.065, 1.517], [-4.120, 1.635, 1.320], [-0.478, -3.228, -1.788], [1.904, -3.192, -2.480]], "homo_ev": -8.039, "de_lowest_kcal_mol": 36.7, "orbital_gap_ev": 8.68}



Entry 2:
{"formula": "C22H24MnN4S2", "method": "the ωB97M-V functional and the def2-TZVPD basis", "symbols": ["Mn", "S", "S", "N", "N", "N", "N", "C", "C", "C", "C", "C", "C", "C", "C", "C", "C", "C", "C", "C", "C", "C", "C", "C", "C", "C", "C", "C", "C", "H", "H", "H", "H", "H", "H", "H", "H", "H", "H", "H", "H", "H", "H", "H", "H", "H", "H", "H", "H", "H", "H", "H", "H"], "xyz": [[-0.251, -0.159, 0.044], [-0.596, -0.152, 2.285], [-2.541, 0.092, -0.094], [-0.288, -0.697, -1.989], [1.916, 0.595, -0.941], [0.044, 2.247, 0.161], [1.225, -1.758, 0.342], [-2.316, 0.106, 2.582], [0.651, -0.594, -4.174], [-2.716, 0.180, 4.038], [2.919, -0.472, -0.867], [0.795, -2.884, 0.936], [-1.138, -1.643, -2.420], [2.365, 1.808, -0.249], [-0.982, 3.060, 0.417], [-0.861, 4.440, 0.411], [1.516, 0.881, -2.320], [-3.154, 0.207, 1.559], [1.444, 4.155, -0.139], [-1.141, -2.103, -3.721], [-0.234, -1.562, -4.618], [-4.636, 0.439, 1.677], [1.237, 2.789, -0.087], [2.412, -1.763, -0.263], [2.761, -4.058, 0.300], [0.600, -0.187, -2.855], [1.528, -4.051, 0.937], [3.207, -2.898, -0.304], [0.371, 4.998, 0.116], [1.382, -0.155, -4.841], [2.426, 4.550, -0.365], [-1.843, -2.017, -1.690], [1.138, -4.931, 1.429], [3.757, -0.136, -0.253], [-4.985, 0.254, 2.691], [-1.927, 2.577, 0.630], [3.215, 2.280, -0.755], [2.385, 0.984, -2.978], [-4.887, 1.471, 1.417], [-0.164, -2.819, 1.431], [-1.846, -2.866, -4.017], [2.695, 1.509, 0.748], [-0.213, -1.894, -5.648], [-3.580, -0.452, 4.242], [-1.721, 5.057, 0.626], [0.982, 1.833, -2.337], [-2.966, 1.202, 4.331], [3.366, -4.955, 0.278], [3.334, -0.683, -1.855], [0.499, 6.072, 0.085], [-5.191, -0.209, 0.997], [4.167, -2.860, -0.804], [-1.900, -0.154, 4.679]], "s_squared": 6.2664, "multiplicity": 5, "homo_ev": [-9.605, -9.878], "orbital_gap_ev": [5.91, 6.81], "total_charge": 1}



Entry 3:
{"formula": "C21H17N6O3SV", "method": "the ωB97M-V functional and the def2-TZVPD basis", "symbols": ["V", "S", "O", "O", "O", "N", "N", "N", "N", "N", "N", "C", "C", "C", "C", "C", "C", "C", "C", "C", "C", "C", "C", "C", "C", "C", "C", "C", "C", "C", "C", "C", "H", "H", "H", "H", "H", "H", "H", "H", "H", "H", "H", "H", "H", "H", "H", "H", "H"], "xyz": [[-0.617, 0.916, -0.611], [0.582, 3.122, -0.251], [-2.331, 1.708, -0.060], [1.798, 0.490, -1.620], [3.748, 1.822, -1.696], [-1.700, -0.575, -1.699], [0.320, -1.004, -0.317], [2.552, 2.880, 1.497], [0.926, 1.224, 1.636], [1.617, -1.183, -0.119], [-0.334, 1.005, 1.281], [-3.440, -0.167, 2.919], [-1.638, -1.810, -1.121], [4.634, -1.281, -0.030], [-5.327, 0.474, 1.522], [2.348, -0.347, -0.831], [-4.803, -0.171, 2.670], [5.820, 1.010, -1.028], [3.813, -0.316, -0.635], [6.613, 0.030, -0.520], [-0.454, -2.070, -0.397], [-1.205, 0.394, 2.078], [-3.779, -2.412, -1.903], [-3.136, 1.135, 0.779], [6.016, -1.162, -0.028], [-2.728, -0.318, -2.520], [-4.531, 1.170, 0.594], [-2.642, -2.782, -1.223], [1.413, 2.335, 1.061], [-3.820, -1.169, -2.563], [-2.613, 0.472, 1.956], [4.441, 0.827, -1.138], [-5.485, -0.709, 3.314], [2.747, 1.379, -1.769], [-4.618, -3.079, -1.936], [-4.949, 1.743, -0.247], [-2.678, 0.612, -3.091], [6.246, 1.962, -1.363], [-4.678, -0.853, -3.137], [6.584, -2.002, 0.350], [7.697, 0.114, -0.481], [-0.725, -0.138, 2.899], [3.134, 2.279, 2.059], [4.146, -2.141, 0.414], [2.991, 3.628, 0.959], [-0.131, -3.051, -0.063], [-2.948, -0.618, 3.790], [-6.405, 0.400, 1.411], [-2.474, -3.768, -0.794]], "s_squared": 2.0353, "multiplicity": 3, "homo_ev": [-7.378, -7.547], "de_lowest_kcal_mol": 0.0, "orbital_gap_ev": [6.11, 6.15]}



Entry 4:
{"formula": "C6H12O4", "method": "the ωB97M-V functional and the def2-TZVPD basis", "symbols": ["O", "O", "O", "O", "C", "C", "C", "C", "C", "C", "H", "H", "H", "H", "H", "H", "H", "H", "H", "H", "H", "H"], "xyz": [[1.879, -1.001, -1.444], [3.021, 0.958, 0.162], [-2.732, 1.932, 1.337], [-2.262, -0.863, 1.742], [-0.702, -1.223, -0.033], [1.094, -0.174, -0.610], [0.621, -0.905, 0.676], [-2.020, -1.337, 0.633], [-0.359, -0.174, -1.126], [1.757, 1.177, -0.432], [0.477, -0.221, 1.521], [1.859, 1.660, -1.419], [-3.379, 1.210, 1.642], [2.773, -1.017, -1.084], [-3.161, 2.278, 0.551], [3.569, 1.740, 0.067], [-0.492, -0.482, -2.169], [-0.749, -2.253, -0.526], [-2.688, -2.151, 0.278], [1.123, 1.816, 0.205], [-0.860, 0.789, -0.961], [1.232, -1.760, 0.989]], "homo_ev": -9.741, "de_lowest_kcal_mol": 53.3, "orbital_gap_ev": 10.39}



Entry 5:
{"formula": "C24H27N3O3", "method": "the ωB97M-V functional and the def2-TZVPD basis", "symbols": ["O", "O", "O", "N", "N", "N", "C", "C", "C", "C", "C", "C", "C", "C", "C", "C", "C", "C", "C", "C", "C", "C", "C", "C", "C", "C", "C", "C", "C", "C", "H", "H", "H", "H", "H", "H", "H", "H", "H", "H", "H", "H", "H", "H", "H", "H", "H", "H", "H", "H", "H", "H", "H", "H", "H", "H", "H"], "xyz": [[-2.148, 4.210, -2.470], [-2.779, -0.992, 0.345], [-0.441, 2.760, -0.110], [0.816, -2.728, 2.895], [-0.219, 1.493, 0.294], [-0.625, -1.426, 0.831], [3.832, -5.574, 3.553], [4.048, -4.234, 3.822], [-2.154, 4.207, -1.054], [-0.563, -3.052, 2.632], [1.333, 3.929, -3.628], [0.749, -1.070, 1.093], [-0.293, -3.786, 0.198], [0.190, 4.474, -3.060], [0.222, 5.863, -2.495], [-2.354, 1.691, -0.345], [-0.957, -2.806, 1.163], [-1.344, 0.829, 0.161], [1.318, 2.662, -4.180], [-1.626, -0.600, 0.465], [1.807, -3.671, 3.085], [2.598, -5.962, 3.064], [3.057, -3.299, 3.601], [1.603, -5.033, 2.830], [-2.287, 1.645, -3.681], [1.090, -1.350, 2.568], [-1.722, 2.890, -0.497], [-0.979, 3.710, -3.047], [-1.019, 2.444, -3.635], [0.144, 1.933, -4.195], [0.120, 0.951, -4.645], [2.403, -7.003, 2.851], [4.609, -6.303, 3.728], [1.400, -1.677, 0.455], [0.663, -5.384, 2.436], [-3.188, 4.417, -0.769], [-3.370, 1.429, -0.548], [-0.479, -3.476, -0.828], [-2.209, 0.766, -3.041], [0.474, -0.701, 3.204], [0.921, 6.478, -3.057], [2.218, 2.249, -4.611], [4.998, -3.908, 4.219], [-3.129, 2.247, -3.352], [-2.473, 1.303, -4.697], [-0.779, -4.080, 2.914], [2.136, -1.108, 2.732], [-2.044, -2.891, 1.067], [2.242, 4.512, -3.637], [0.554, 5.847, -1.456], [-1.494, 4.986, -0.650], [-0.717, -4.777, 0.336], [-1.183, -2.395, 3.258], [0.780, -3.846, 0.362], [0.905, -0.017, 0.865], [-0.764, 6.319, -2.544], [3.257, -2.270, 3.856]], "homo_ev": -7.572, "de_lowest_kcal_mol": 73.5, "orbital_gap_ev": 8.27}